{
  "formula": "C25H15F5N5O6S6Sc",
  "method": "wB97M-V/def2-TZVPD",
  "charge": -2,
  "orbital_gap_ha": 0.28905,
  "multiplicity": 1,
  "species": ["Sc", "S", "S", "S", "S", "S", "S", "F", "F", "F", "F", "F", "O", "O", "O", "O", "O", "O", "N", "N", "N", "N", "N", "C", "C", "C", "C", "C", "C", "C", "C", "C", "C", "C", "C", "C", "C", "C", "C", "C", "C", "C", "C", "C", "C", "C", "C", "C", "H", "H", "H", "H", "H", "H", "H", "H", "H", "H", "H", "H", "H", "H", "H"],
  "positions_angstrom": [[1.36, -0.80, 1.25], [-2.80, -1.95, -6.03], [-0.21, 1.08, 1.73], [-0.40, -1.41, -0.86], [4.72, -0.51, 0.44], [-2.29, -4.69, 1.29], [2.08, 0.25, 3.35], [-1.47, 3.45, -1.70], [0.08, 1.34, -1.80], [-4.85, 0.77, 0.33], [-4.05, 3.17, -0.70], [-3.48, -1.36, -0.03], [3.30, -0.97, 0.55], [-2.88, -4.64, -0.02], [-2.45, -5.96, 1.96], [0.59, -2.56, 1.63], [5.55, -1.47, -0.14], [5.13, 0.12, 1.67], [-1.89, 3.45, 3.69], [1.60, 3.06, 6.20], [-0.98, -1.10, -4.29], [-0.73, -4.28, 1.19], [-2.40, -2.62, -3.48], [-0.87, 2.96, 3.92], [4.59, 0.78, -0.79], [5.00, 1.61, -2.93], [0.74, 1.33, 3.17], [-2.82, -3.31, 2.36], [1.08, 2.57, 5.31], [3.59, 2.86, -1.43], [-2.85, -0.21, -0.42], [-4.07, -2.93, 2.83], [-1.67, -1.37, 3.19], [-2.03, -1.90, -4.51], [-3.67, 0.91, -0.31], [-0.52, -3.13, 1.77], [3.84, 1.89, -0.46], [5.16, 0.59, -2.04], [-4.14, -1.73, 3.59], [-3.19, 2.14, -0.74], [-1.18, 1.13, -1.34], [3.93, 3.77, -3.78], [-1.57, -0.10, -0.92], [-1.98, 2.24, -1.38], [-2.93, -1.00, 3.80], [4.23, 2.75, -2.66], [-1.66, -2.53, 2.44], [0.35, 2.25, 4.13], [-4.83, -3.60, 2.69], [-1.91, -2.54, -2.59], [5.80, -0.32, -2.33], [4.72, 3.79, -4.54], [3.59, 4.70, -3.41], [-0.82, -0.40, -4.98], [-0.40, -1.10, -3.43], [3.49, 2.00, 0.54], [-0.79, -0.82, 3.38], [-3.30, -3.12, -3.48], [3.04, 3.39, -4.23], [-3.00, -0.02, 4.41], [-5.03, -1.23, 4.01], [5.41, 1.58, -3.93], [3.13, 3.76, -1.17]]
}

---

{
  "formula": "C6H4Cl2IN2O2",
  "method": "wB97M-V/def2-TZVPD",
  "charge": -1,
  "orbital_gap_ha": 0.25910,
  "multiplicity": 1,
  "smiles": "[O-][N+]([O-])=N[C@@H]1C(Cl)=CC=C[C@@]1(Cl)I",
  "species": ["I", "Cl", "Cl", "O", "O", "N", "N", "C", "C", "C", "C", "C", "C", "H", "H", "H", "H"],
  "positions_angstrom": [[0.77, -1.60, 2.65], [1.32, -3.08, -0.21], [-3.23, -0.37, 0.90], [-1.88, -2.89, -3.07], [-2.22, -3.65, -1.07], [-1.13, -1.75, -1.44], [-1.76, -2.79, -1.84], [0.52, -1.63, 0.36], [-0.96, -1.67, 0.12], [0.48, 0.75, -0.10], [1.17, -0.41, -0.10], [-1.56, -0.36, 0.48], [-0.89, 0.79, 0.31], [-1.37, 1.74, 0.47], [0.95, 1.67, -0.41], [-1.45, -2.54, 0.55], [2.21, -0.46, -0.38]]
}

---

{
  "formula": "C25H23Br2Cl40N2O2",
  "method": "wB97M-V/def2-TZVPD",
  "charge": 1,
  "orbital_gap_ha": 0.26951,
  "multiplicity": 1,
  "species": ["Br", "Br", "Cl", "Cl", "Cl", "Cl", "Cl", "Cl", "Cl", "Cl", "Cl", "Cl", "Cl", "Cl", "Cl", "Cl", "Cl", "Cl", "Cl", "Cl", "Cl", "Cl", "Cl", "Cl", "Cl", "Cl", "Cl", "Cl", "Cl", "Cl", "Cl", "Cl", "Cl", "Cl", "Cl", "Cl", "Cl", "Cl", "Cl", "Cl", "Cl", "Cl", "O", "O", "N", "N", "C", "C", "C", "C", "C", "C", "C", "C", "C", "C", "C", "C", "C", "C", "C", "C", "C", "C", "C", "C", "C", "C", "C", "C", "C", "H", "H", "H", "H", "H", "H", "H", "H", "H", "H", "H", "H", "H", "H", "H", "H", "H", "H", "H", "H", "H", "H", "H"],
  "positions_angstrom": [[-2.27, 2.72, 2.32], [2.16, 2.95, 0.92], [6.51, -6.11, -7.34], [2.88, 4.56, 4.80], [-7.22, 1.89, -4.61], [-8.77, -6.03, -1.63], [9.07, 2.46, 5.40], [5.42, -3.87, -5.89], [2.47, 1.19, 11.29], [6.81, 0.90, 6.26], [-7.16, 1.92, -1.72], [-4.64, -3.17, -6.44], [-8.89, 3.74, -3.15], [3.81, 0.86, 7.75], [-0.34, -2.00, -6.94], [4.96, 0.98, 12.72], [-6.33, -1.27, -5.08], [-9.48, 0.92, -3.11], [7.67, 3.16, 7.82], [3.42, 3.41, 12.86], [-7.95, -8.37, -3.11], [1.68, -1.05, 7.38], [-10.75, -7.90, -2.61], [9.29, 0.77, 7.72], [-4.66, -3.06, -3.56], [4.76, 2.70, 10.41], [4.73, 6.58, 5.71], [1.96, 6.55, -3.85], [-0.26, 7.68, -2.40], [1.99, 1.16, 5.55], [-1.69, -4.48, -6.40], [0.96, -4.51, -7.54], [-6.95, -4.09, -4.98], [3.66, -5.86, -6.99], [-1.29, -3.62, -9.12], [4.53, 5.95, 2.90], [1.99, 6.60, -0.96], [0.19, 4.83, -2.36], [5.05, -4.05, -8.74], [2.37, 7.34, 4.23], [-9.31, -6.21, -4.46], [3.90, -1.00, 5.54], [-0.63, -2.83, 0.41], [-2.60, -2.29, -0.45], [-0.47, 1.98, -1.14], [1.11, -3.18, -4.07], [5.16, -4.97, -7.24], [1.23, -0.31, 2.30], [-0.27, -0.18, 1.93], [0.50, -1.98, -3.48], [-8.19, 2.12, -3.15], [-0.92, 1.17, -2.09], [-1.79, -1.00, -2.92], [-0.97, -2.25, -3.23], [-0.27, 1.63, 0.15], [-0.10, 4.42, 2.85], [-9.20, -7.13, -2.95], [-5.65, -2.90, -5.03], [2.85, -0.01, 6.57], [-1.04, -0.57, -0.46], [-0.34, 3.00, 2.37], [0.21, 2.81, 0.97], [-1.25, -0.15, -1.80], [-1.50, -1.97, -0.15], [-0.51, 0.29, 0.52], [1.88, -1.60, 1.81], [-0.58, -3.66, -7.51], [3.63, 6.12, 4.42], [8.22, 1.82, 6.80], [3.90, 2.07, 11.82], [0.99, 6.45, -2.39], [1.34, -0.20, 3.38], [-1.91, -0.36, -3.79], [-0.40, 4.52, 3.89], [-1.02, 1.57, -3.08], [0.10, 2.31, 3.08], [1.02, -1.70, -2.56], [0.94, 4.70, 2.75], [-2.79, -1.31, -2.63], [-1.38, -2.66, -4.15], [0.53, -3.98, -3.91], [-1.04, -3.21, 1.20], [1.68, -1.72, 0.75], [-1.08, -3.03, -2.49], [1.77, 0.50, 1.81], [1.57, -2.47, 2.37], [-0.11, 3.69, 0.42], [2.02, -3.35, -3.67], [-0.70, -1.17, 2.03], [-0.80, 0.42, 2.65], [-0.25, 2.94, -1.39], [-0.71, 5.11, 2.26], [0.60, -1.16, -4.21], [2.96, -1.47, 1.88]]
}

---

{
  "formula": "C15H25BF3NO5P",
  "method": "wB97M-V/def2-TZVPD",
  "charge": -1,
  "orbital_gap_ha": 0.26188,
  "multiplicity": 1,
  "species": ["P", "F", "F", "F", "O", "O", "O", "O", "O", "N", "C", "C", "C", "C", "C", "C", "C", "C", "C", "C", "C", "C", "C", "C", "C", "B", "H", "H", "H", "H", "H", "H", "H", "H", "H", "H", "H", "H", "H", "H", "H", "H", "H", "H", "H", "H", "H", "H", "H", "H", "H"],
  "positions_angstrom": [[1.29, -1.14, -1.49], [-0.16, 2.66, 0.49], [1.35, 4.11, 1.03], [1.79, 2.58, -0.43], [0.83, -2.55, -1.84], [1.26, 5.27, -1.40], [-0.70, 4.21, -1.71], [1.68, -0.27, -2.92], [2.72, -1.32, -0.62], [-0.16, -3.92, 2.45], [-1.45, -3.25, 2.15], [0.34, 4.33, -1.13], [0.00, 7.26, -2.00], [-2.43, -1.40, -3.42], [0.82, 3.41, 0.00], [0.86, -3.50, 3.30], [-1.53, -0.69, -1.17], [-1.21, -0.60, 2.00], [1.59, -5.50, 2.49], [-1.55, -0.59, -2.73], [-1.61, -1.86, 2.87], [0.31, -5.15, 1.93], [0.06, -0.77, 1.09], [2.00, -4.39, 3.43], [0.94, 6.17, -2.47], [-0.12, -0.25, -0.47], [3.12, -2.19, -0.85], [0.84, -2.54, 3.86], [0.50, -1.80, 1.05], [1.89, 6.62, -2.79], [0.88, -0.11, 1.54], [0.54, 5.62, -3.32], [-1.61, -3.17, 1.04], [-2.14, -0.26, 1.45], [-0.91, 0.13, -3.31], [-2.24, -3.94, 2.56], [-2.72, -1.75, 3.10], [-2.12, -1.81, -4.42], [-1.90, -1.70, -0.81], [-1.12, -1.81, 3.88], [0.11, 0.91, -0.51], [-3.46, -1.59, -3.01], [-0.22, -5.78, 1.19], [2.89, -4.25, 4.07], [-2.31, 0.05, -0.80], [-0.99, 0.23, 2.74], [2.59, 0.06, -2.78], [2.23, -6.40, 2.33], [0.41, 7.78, -1.13], [-0.96, 6.84, -1.69], [-0.18, 7.98, -2.79]]
}

---

{
  "formula": "C2H5O5S",
  "method": "wB97M-V/def2-TZVPD",
  "charge": -1,
  "orbital_gap_ha": 0.29752,
  "multiplicity": 1,
  "species": ["S", "O", "O", "O", "O", "O", "C", "C", "H", "H", "H", "H", "H"],
  "positions_angstrom": [[0.33, -0.30, -1.33], [1.49, 0.34, -2.40], [-0.89, 0.00, -2.05], [0.79, -1.89, -1.44], [-1.33, -0.67, 2.60], [-0.71, -0.90, 0.50], [-0.03, 1.06, 1.57], [-0.80, -0.28, 1.55], [-0.71, 1.76, 2.03], [0.06, -2.27, -0.75], [0.94, 0.87, -2.97], [0.85, 0.97, 2.16], [0.02, 1.30, 0.53]]
}

---

{
  "formula": "C50H44GeNPRe",
  "method": "wB97M-V/def2-TZVPD",
  "charge": 3,
  "orbital_gap_ha": [0.18067, 0.18056],
  "multiplicity": 1,
  "species": ["Re", "Ge", "P", "N", "C", "C", "C", "C", "C", "C", "C", "C", "C", "C", "C", "C", "C", "C", "C", "C", "C", "C", "C", "C", "C", "C", "C", "C", "C", "C", "C", "C", "C", "C", "C", "C", "C", "C", "C", "C", "C", "C", "C", "C", "C", "C", "C", "C", "C", "C", "C", "C", "C", "C", "H", "H", "H", "H", "H", "H", "H", "H", "H", "H", "H", "H", "H", "H", "H", "H", "H", "H", "H", "H", "H", "H", "H", "H", "H", "H", "H", "H", "H", "H", "H", "H", "H", "H", "H", "H", "H", "H", "H", "H", "H", "H", "H", "H"],
  "positions_angstrom": [[0.51, -0.63, 0.32], [-0.94, 2.50, -1.05], [0.99, -0.95, 2.69], [0.26, -1.76, -4.22], [-2.69, 5.19, 1.59], [0.75, -2.50, -2.98], [4.88, -2.21, 3.10], [0.70, -3.66, 2.06], [-0.59, -1.91, -0.89], [-2.33, -4.03, -1.39], [0.02, 0.84, -0.47], [0.44, 5.38, -3.73], [0.12, -2.52, 2.64], [-1.37, 3.74, 2.97], [-2.48, 1.77, -1.95], [2.37, 4.11, -3.08], [-0.37, 4.57, -2.94], [2.73, -1.38, 2.35], [-1.00, 3.01, 1.85], [0.84, -0.21, 4.30], [-1.22, -3.82, -2.19], [-2.33, 4.46, 0.46], [0.73, 0.95, 6.80], [-4.58, 0.58, -1.80], [-2.22, 4.83, 2.84], [1.57, 3.30, -2.29], [-0.32, -0.41, -3.90], [3.26, -1.09, 1.09], [2.46, -0.51, 0.02], [1.80, 5.15, -3.80], [3.10, -0.05, -1.15], [-2.71, 2.01, -3.30], [5.21, -0.89, -0.35], [-4.82, 0.84, -3.14], [3.53, -1.95, 3.34], [-1.73, -2.09, -0.12], [-1.21, -2.55, 3.08], [-1.36, -4.85, 2.39], [0.19, 3.52, -2.22], [0.57, -0.43, 6.67], [4.64, -1.31, 0.87], [5.43, -1.89, 1.88], [-0.70, -2.56, -5.06], [1.00, 1.17, 4.43], [-1.47, 3.37, 0.59], [0.95, 1.75, 5.68], [0.62, -1.02, 5.41], [-3.89, 1.55, -3.90], [4.46, -0.25, -1.34], [-0.05, -4.83, 1.95], [-0.35, -2.75, -1.99], [-3.41, 1.05, -1.20], [-1.94, -3.72, 2.97], [-2.62, -3.13, -0.37], [5.49, -2.63, 3.89], [-3.35, 6.04, 1.49], [0.34, 0.11, -3.21], [-3.51, -3.24, 0.23], [0.68, 1.40, 7.78], [6.49, -2.07, 1.70], [-2.99, -4.87, -1.58], [1.73, -3.65, 1.74], [3.44, 3.94, -3.12], [-1.30, -0.55, -3.44], [-2.52, 5.39, 3.71], [-1.66, -1.68, 3.55], [-1.96, -1.40, 0.69], [1.53, -1.88, -2.55], [-1.94, -5.77, 2.31], [-0.42, 0.15, -4.83], [2.52, 0.45, -1.92], [0.49, -2.09, 5.31], [2.43, 5.78, -4.42], [4.93, 0.09, -2.25], [-0.91, -1.99, -5.96], [0.40, -5.71, 1.53], [1.18, -3.44, -3.33], [-2.73, 4.75, -0.51], [6.27, -1.03, -0.50], [-2.96, -3.76, 3.33], [-5.31, 0.04, -1.22], [-0.33, 2.16, 1.96], [2.02, 2.51, -1.69], [-1.44, 4.77, -2.89], [0.00, 6.21, -4.28], [-3.25, 0.87, -0.14], [-4.08, 1.75, -4.94], [-0.24, -3.51, -5.32], [0.41, -1.05, 7.54], [-5.74, 0.51, -3.60], [1.07, 2.81, 5.80], [3.11, -2.16, 4.32], [1.17, 1.79, 3.55], [-1.61, -2.71, -4.50], [-1.00, -4.53, -2.99], [1.09, -1.61, -4.80], [-2.00, 2.57, -3.90], [-1.00, 3.46, 3.95]]
}